No. 1
Molecular formula: C38H61BBrEuN11O2S3
Method: DFT, ωB97M-V with the def2-TZVPD basis set

Last column: Mulliken spin population.
Cartesian coordinates (Å):
Eu -2.016 0.741 -1.548  4.08
C 0.726 5.029 1.566  0.00
C 1.085 3.602 1.449  0.00
C 2.159 3.063 2.107  0.00
C 2.536 1.694 1.977  0.00
N 1.770 0.980 1.201  0.00
N 0.695 1.462 0.550  0.00
B 1.076 0.037 0.258  -0.06
N 1.860 -0.324 -0.980  -0.01
N 2.675 -1.342 -0.674  0.02
C 3.598 -1.735 -1.502  0.02
C 3.815 -1.024 -2.711  -0.02
C 2.975 0.001 -3.063  0.01
C 3.134 0.776 -4.318  0.00
C 1.885 0.300 -2.182  0.01
S 0.653 1.381 -2.629  -0.01
C 4.435 -2.922 -1.095  -0.01
C 3.801 -3.610 0.116  0.01
C 4.498 -3.912 -2.264  0.00
C 5.853 -2.438 -0.751  0.00
N 0.333 -1.120 0.880  0.27
N 0.389 -1.209 2.218  0.47
C 0.102 -2.332 2.817  -0.05
C -0.062 -3.522 2.056  0.31
C -0.170 -3.446 0.694  0.07
C -0.311 -4.629 -0.194  -0.01
C -0.149 -2.139 0.117  0.33
S -0.717 -1.852 -1.453  0.57
C 0.042 -2.330 4.327  -0.03
C 1.453 -2.638 4.852  0.01
C -0.939 -3.386 4.844  0.00
C -0.418 -0.954 4.814  0.02
C 0.278 2.731 0.617  0.01
S -1.107 3.224 -0.173  -0.01
C 3.731 1.130 2.684  0.00
C 4.028 -0.308 2.260  0.00
C 4.938 2.019 2.346  0.00
C 3.425 1.187 4.191  0.00
H 1.413 5.552 2.225  0.00
H -0.292 5.132 1.944  0.00
H 0.736 5.507 0.587  0.00
H 2.755 3.710 2.730  0.00
H 4.639 -1.304 -3.347  0.00
H 4.081 0.558 -4.803  0.00
H 3.061 1.845 -4.125  0.00
H 2.326 0.534 -5.008  0.00
H 2.797 -3.943 -0.132  0.00
H 3.743 -2.933 0.961  0.00
H 4.391 -4.475 0.402  0.00
H 3.498 -4.220 -2.560  0.00
H 5.048 -4.796 -1.954  0.00
H 5.000 -3.497 -3.132  0.00
H 5.836 -1.725 0.068  0.00
H 6.338 -1.975 -1.606  0.00
H 6.458 -3.285 -0.443  0.00
H -0.102 -4.479 2.551  0.01
H -0.071 -5.550 0.333  0.00
H 0.354 -4.529 -1.052  0.00
H -1.326 -4.696 -0.591  0.01
H 1.828 -3.573 4.442  0.00
H 1.422 -2.728 5.934  0.00
H 2.141 -1.839 4.589  0.00
H -0.571 -4.398 4.700  0.00
H -1.911 -3.282 4.364  0.00
H -1.079 -3.247 5.912  0.00
H 0.236 -0.177 4.433  -0.01
H -0.413 -0.919 5.897  0.00
H -1.433 -0.764 4.474  -0.01
H 4.237 -0.365 1.193  0.00
H 3.198 -0.974 2.487  -0.01
H 4.905 -0.663 2.795  0.00
H 5.098 2.055 1.271  0.00
H 5.827 1.607 2.811  0.00
H 4.810 3.031 2.714  0.00
H 2.543 0.596 4.429  0.00
H 3.260 2.208 4.523  0.00
H 4.269 0.781 4.742  0.00
C -5.339 -3.049 -2.244  0.00
O -4.748 -2.351 -3.349  0.00
C -3.994 -1.308 -3.143  -0.01
O -3.758 -0.775 -2.050  0.00
N -3.478 -0.810 -4.296  0.00
N -2.406 0.118 -4.246  0.00
H -5.458 -4.079 -2.576  0.00
H -6.323 -2.634 -2.022  0.00
H -4.697 -2.994 -1.365  0.00
H -3.683 -1.303 -5.161  0.00
H -2.620 0.903 -4.872  0.00
H -1.548 -0.321 -4.609  0.00
C -5.126 2.669 -4.199  0.00
C -3.978 3.566 -3.736  0.00
C -4.522 4.861 -3.127  0.00
C -3.026 3.902 -4.883  0.00
N -3.155 2.807 -2.739  0.00
N -3.878 2.500 -1.507  0.00
H -5.606 3.110 -5.069  0.00
H -5.897 2.572 -3.435  0.00
H -4.770 1.677 -4.470  0.00
H -5.026 5.436 -3.897  0.00
H -3.714 5.474 -2.730  0.00
H -5.251 4.669 -2.341  0.00
H -3.551 4.432 -5.671  0.00
H -2.585 3.004 -5.311  0.00
H -2.217 4.544 -4.539  0.00
H -2.406 3.464 -2.475  0.00
H -4.793 2.133 -1.797  0.00
H -4.075 3.370 -0.993  0.00
Br -1.666 2.360 4.385  0.00
C -2.794 1.613 3.060  0.00
C -4.178 1.686 3.141  0.00
C -4.905 1.166 2.081  0.00
C -4.241 0.640 0.982  0.00
N -2.901 0.562 0.899  0.00
C -2.208 1.007 1.953  0.01
H -4.671 2.124 3.994  0.00
H -5.984 1.181 2.104  0.00
H -4.800 0.242 0.141  0.00
H -1.134 0.865 1.948  0.00

Properties
* total charge: +3
* energy relative to the best compared isomer or geometry (same formula, charge and spin): 404.3 kJ/mol
* E_tot: -6740.32222 a.u.
* multiplicity: 7
* ⟨S²⟩: 12.016
* frontier orbital gap (alpha / beta): 0.1945 / 0.1970 hartree
* LUMO level (alpha / beta): -7.8219 / -10.3692 eV

***

No. 2
Molecular formula: C38H61N13O2SW
Method: DFT, ωB97M-V with the def2-TZVPD basis set

Last column: Mulliken spin population.
Cartesian coordinates (Å):
W -0.779 -0.239 -0.437  1.41
O 2.474 -2.870 2.934  0.00
C 2.335 -2.014 3.976  0.00
C 2.488 -2.543 5.256  0.00
C 2.374 -1.729 6.366  0.00
C 2.111 -0.369 6.223  0.00
C 1.961 0.155 4.955  0.00
C 2.060 -0.645 3.814  0.00
C 1.792 0.014 2.493  0.00
O 1.536 1.215 2.411  0.00
N 1.878 -0.830 1.433  0.00
N 1.393 -0.436 0.235  0.14
C 2.262 -0.504 -0.717  -0.01
C 1.837 -0.189 -2.050  0.07
C 2.746 -0.205 -3.106  0.00
C 2.340 0.187 -4.362  0.03
C 1.020 0.596 -4.523  -0.01
C 0.168 0.578 -3.440  0.10
N 0.540 0.176 -2.201  0.00
H 2.394 -2.306 2.122  0.00
H 2.721 -3.595 5.353  0.00
H 2.506 -2.153 7.353  0.00
H 2.040 0.269 7.092  0.00
H 1.770 1.210 4.806  0.00
H 3.295 -0.743 -0.488  -0.01
H 3.762 -0.516 -2.909  0.00
H 3.028 0.185 -5.196  0.00
H 0.648 0.941 -5.477  0.00
H -0.857 0.893 -3.545  -0.03
C -2.250 3.252 3.143  0.00
N -1.404 3.409 1.965  0.01
C -0.811 4.741 1.825  0.00
C -0.125 4.650 0.476  0.00
N 0.045 3.212 0.318  0.03
C 1.189 2.719 -0.409  0.04
C -0.747 2.518 1.160  0.01
N -0.894 1.201 1.119  0.04
C -1.520 0.580 2.289  0.00
C -1.250 -0.915 2.458  0.05
N -0.816 -1.658 1.260  0.04
C -0.585 -2.945 1.476  0.05
N -0.941 -3.675 2.568  0.00
C -1.838 -3.443 3.702  0.00
C -0.551 -5.077 2.432  0.00
C 0.295 -5.092 1.179  0.00
N 0.048 -3.779 0.587  0.00
C 1.081 -3.409 -0.356  0.05
H -2.758 4.204 3.291  0.00
H -1.666 3.041 4.040  0.00
H -3.015 2.497 3.013  0.00
H -0.112 4.938 2.642  0.00
H -1.596 5.495 1.847  0.00
H 0.845 5.143 0.466  0.00
H -0.736 5.061 -0.333  0.00
H 2.011 3.422 -0.272  0.00
H 0.986 2.638 -1.479  0.00
H 1.502 1.776 0.020  -0.02
H -2.600 0.717 2.237  0.00
H -1.151 1.050 3.199  -0.01
H -2.186 -1.320 2.834  0.00
H -0.492 -1.044 3.226  -0.01
H -1.548 -2.592 4.305  0.00
H -1.753 -4.322 4.337  0.00
H -2.882 -3.359 3.396  0.00
H -1.444 -5.700 2.341  0.00
H 0.004 -5.393 3.315  0.00
H 0.014 -5.882 0.482  0.00
H 1.357 -5.193 1.412  0.00
H 1.151 -4.203 -1.101  0.00
H 2.055 -3.312 0.136  0.00
H 0.844 -2.492 -0.871  -0.03
C -2.945 -0.574 -0.051  -0.02
H -3.439 0.305 0.366  0.00
H -3.128 -1.399 0.638  0.01
H -3.461 -0.819 -0.980  0.00
N -0.767 -2.272 -3.082  0.00
C -1.268 -3.420 -3.562  0.02
C -2.097 -3.939 -2.593  0.00
C -2.034 -3.021 -1.543  0.01
N -1.225 -2.003 -1.841  -0.01
H -0.121 -1.650 -3.542  0.00
H -0.997 -3.780 -4.540  0.00
H -2.665 -4.850 -2.637  0.00
H -2.529 -3.055 -0.591  0.00
C -5.579 -0.358 -5.972  0.00
C -4.630 0.825 -5.812  0.00
C -3.326 0.474 -5.096  0.00
C -3.516 -0.132 -3.712  0.03
N -4.257 0.746 -2.813  0.00
C -3.741 1.554 -1.892  0.01
S -2.028 1.757 -1.679  0.00
N -4.585 2.298 -1.187  0.00
C -4.232 3.267 -0.149  0.01
C -3.949 4.666 -0.680  0.00
C -5.145 5.415 -1.266  0.00
C -5.692 4.852 -2.579  0.00
H -6.420 -0.097 -6.612  0.00
H -5.997 -0.695 -5.020  0.00
H -5.071 -1.211 -6.428  0.00
H -5.132 1.641 -5.283  0.00
H -4.382 1.227 -6.795  0.00
H -2.708 1.373 -5.003  0.00
H -2.763 -0.246 -5.698  0.00
H -2.557 -0.337 -3.241  -0.02
H -4.059 -1.078 -3.762  0.00
H -5.259 0.775 -2.948  0.00
H -5.553 2.293 -1.477  0.00
H -3.355 2.880 0.367  0.00
H -5.063 3.281 0.559  0.00
H -3.147 4.600 -1.422  0.00
H -3.554 5.244 0.161  0.00
H -4.835 6.447 -1.434  0.00
H -5.944 5.461 -0.521  0.00
H -4.886 4.535 -3.244  0.00
H -6.275 5.605 -3.106  0.00
H -6.365 4.004 -2.426  0.00

Properties
* total charge: +2
* energy relative to the best compared isomer or geometry (same formula, charge and spin): 0.0 kJ/mol
* E_tot: -2811.72882 a.u.
* multiplicity: 3
* ⟨S²⟩: 2.020
* frontier orbital gap (alpha / beta): 0.2315 / 0.2080 hartree
* LUMO level (alpha / beta): -5.6338 / -6.2712 eV

***

- Which formula does entry 1 have?
  C38H61BBrEuN11O2S3

***

- total charge of number 2 (C38H61N13O2SW)?
  +2